{"formula": "C7H5N5", "method": "ωB97M-V with the def2-TZVPD basis set", "e_tot_ha": -543.34088, "homo_lumo_gap_ev": 10.559, "lumo_energy_ev": -1.00, "e_above_lowest_ev": 5.4247, "max_force_ha_per_bohr": 0.110, "species": ["C", "C", "C", "H", "N", "H", "N", "H", "C", "N", "N", "H", "H", "N", "C", "C", "C"], "coordinates": [[-0.0505, 1.0132, -1.5570], [2.3999, 0.6511, 0.3100], [-0.1330, -1.0288, 0.1116], [-0.8457, -2.2565, -1.5332], [0.9120, 2.6308, 0.9036], [-1.5957, -2.5879, 0.0921], [0.8957, 1.8482, 1.8452], [-0.2929, -1.1727, 1.1201], [1.1929, 1.2667, 0.6300], [3.3597, 0.0284, 0.3893], [0.1685, 1.7301, -2.4076], [0.8530, -1.4787, -0.0628], [-2.0203, -1.1697, -0.8784], [-2.0142, 1.1204, 1.3890], [-0.2192, 0.3988, -0.2306], [-1.3824, 0.8522, 0.5045], [-1.2278, -1.8457, -0.6258]]}

{"formula": "C9H12ClF2NO2", "method": "ωB97M-V with the def2-TZVPD basis set", "e_tot_ha": -1215.07588, "homo_lumo_gap_ev": [7.623, 7.412], "lumo_energy_ev": [0.55, -1.93], "multiplicity": 3, "s2": 2.016, "max_force_ha_per_bohr": 0.089, "species": ["H", "C", "H", "O", "C", "H", "F", "C", "N", "C", "Cl", "C", "H", "H", "H", "C", "H", "H", "C", "H", "O", "C", "H", "H", "H", "C", "F"], "coordinates": [[-3.2193, 1.0287, -0.3035], [3.6439, -0.5530, -0.1189], [4.2686, -2.5739, 0.6087], [-1.6878, 0.3491, 0.7400], [-1.3781, 1.7156, 0.9006], [-2.2262, -1.8248, -0.4345], [0.4920, 3.1305, 1.4948], [-2.8203, -1.0853, -0.8834], [1.6681, 0.6676, -0.6094], [0.1563, 2.3683, -1.6909], [5.3766, 0.1811, 0.0916], [-2.8955, 0.0848, 0.0337], [3.6967, -1.5142, 1.7955], [2.4886, -2.0582, 0.6743], [2.9693, 1.2340, 1.0316], [0.0544, 1.8643, 1.2539], [-3.6690, -0.2429, 0.7852], [-2.2781, -0.8226, -1.9320], [2.7660, 0.5806, 0.0677], [3.6117, -0.9233, -1.1282], [-2.0830, 2.6186, 0.6196], [0.8795, 1.5697, -0.9291], [-0.7169, 2.8926, -1.4206], [0.4114, 2.4142, -2.7402], [-3.8017, -1.6459, -1.1816], [3.4954, -1.7265, 0.7859], [0.5321, 0.8931, 2.0057]]}

{"formula": "CCl2NP", "method": "ωB97M-V with the def2-TZVPD basis set", "e_tot_ha": -1354.50498, "homo_lumo_gap_ev": [8.585, 6.172], "lumo_energy_ev": [-2.68, -3.40], "e_above_lowest_ev": 3.0526, "max_force_ha_per_bohr": 0.057, "species": ["Cl", "C", "N", "P", "Cl"], "coordinates": [[-1.6053, -2.0810, -0.5258], [0.2745, 0.9453, 0.7757], [-0.4426, 1.5704, 1.4723], [1.4901, 0.0967, -0.1914], [0.2833, -0.5315, -1.5308]]}

{"formula": "C5H14N2", "method": "ωB97M-V with the def2-TZVPD basis set", "e_tot_ha": -308.38777, "homo_lumo_gap_ev": 9.132, "lumo_energy_ev": 1.06, "e_above_lowest_ev": 0.9604, "max_force_ha_per_bohr": 0.024, "species": ["H", "H", "H", "N", "H", "H", "H", "H", "N", "H", "H", "H", "C", "H", "H", "H", "C", "H", "C", "C", "C"], "coordinates": [[-0.9232, -2.9546, -1.0717], [1.0879, -0.7573, 0.6970], [-2.1983, -0.9231, -1.7137], [-0.5407, -0.9800, -0.4609], [1.7872, 1.6048, 1.7843], [-0.4427, -0.3940, 1.5879], [0.1326, -2.8156, 0.3587], [-0.5405, 1.6613, -0.0099], [0.8319, 1.8366, 1.5557], [-2.2479, 0.2256, -0.3734], [-2.5643, -1.4306, -0.0060], [2.2976, 0.7550, -0.6367], [-0.1471, -2.3640, -0.6005], [0.6825, 2.8372, 1.4924], [0.9105, 0.8672, -1.7320], [1.6534, 2.3175, -1.0214], [-1.9775, -0.7858, -0.6604], [0.7415, -2.4602, -1.2250], [1.3679, 1.2790, -0.8407], [0.3877, 1.1841, 0.3278], [0.0966, -0.2940, 0.6396]]}